Record 1
# C30H52N6O8

An isolated molecule of C30H52N6O8 (ωB97M-V/def2-TZVPD, the Open Molecules 2025 dataset).

The geometry in XYZ format:
```
96
Properties=species:S:1:pos:R:3
C -3.569 0.002 -1.761
H -3.449 -0.551 -2.687
H -4.630 0.118 -1.553
H -3.124 0.986 -1.891
C -2.902 -0.745 -0.607
C -3.213 -0.057 0.725
H -2.645 -0.522 1.527
H -4.273 -0.140 0.946
H -2.946 0.995 0.671
C -3.350 -2.206 -0.574
H -4.429 -2.257 -0.452
H -3.082 -2.696 -1.506
H -2.876 -2.733 0.251
O -1.461 -0.675 -0.703
C -0.815 -1.126 -1.799
O -1.324 -1.616 -2.779
N 0.514 -0.914 -1.640
H 0.816 -0.753 -0.688
C 1.470 -1.422 -2.601
C 1.609 -2.948 -2.558
C 2.127 -3.457 -1.206
C 1.411 -4.722 -0.728
H 1.447 -5.481 -1.512
H 1.929 -5.118 0.148
C -0.055 -4.483 -0.358
N -0.190 -3.610 0.784
C -0.884 -3.950 1.872
O -1.455 -5.018 2.051
C -0.970 -2.906 2.923
C -0.543 -1.601 3.112
N -1.015 -1.143 4.313
C -1.697 -2.123 4.836
N -1.701 -3.206 4.035
H -2.143 -4.106 4.157
H -2.194 -2.079 5.784
C 0.271 -0.708 2.276
O 0.847 -1.063 1.247
N 0.313 0.542 2.753
H -0.141 0.704 3.643
C 1.030 1.617 2.123
C 2.174 2.135 2.998
O 3.147 2.680 2.545
O 1.899 1.937 4.276
C 2.805 2.361 5.330
C 2.099 1.927 6.614
H 1.138 2.427 6.701
H 2.708 2.178 7.477
H 1.928 0.853 6.599
C 4.147 1.647 5.182
H 4.642 1.956 4.265
H 4.786 1.892 6.026
H 3.996 0.570 5.155
C 2.977 3.878 5.291
H 2.006 4.368 5.342
H 3.576 4.199 6.138
H 3.476 4.180 4.374
H 1.456 1.222 1.197
C 0.077 2.788 1.818
C 0.647 3.800 0.823
C 0.997 3.215 -0.546
H 1.293 4.033 -1.205
C -0.161 2.461 -1.195
N 0.212 2.001 -2.514
C -0.693 1.906 -3.521
O -1.785 2.422 -3.499
O -0.151 1.203 -4.529
C -0.900 0.956 -5.743
C -2.195 0.211 -5.429
H -1.980 -0.640 -4.787
H -2.892 0.869 -4.917
H -2.649 -0.142 -6.351
C -1.178 2.276 -6.462
H -0.244 2.793 -6.674
H -1.697 2.082 -7.397
H -1.799 2.913 -5.838
C 0.031 0.073 -6.575
H 0.191 -0.875 -6.067
H -0.410 -0.118 -7.549
H 0.992 0.565 -6.709
H 1.018 1.400 -2.581
H -0.457 1.603 -0.580
H -1.026 3.116 -1.325
H 1.856 2.549 -0.454
H -0.092 4.594 0.693
H 1.550 4.247 1.244
H -0.852 2.370 1.428
H -0.159 3.300 2.755
H 0.246 -2.689 0.752
H -0.594 -4.045 -1.204
H -0.536 -5.429 -0.094
H 3.195 -3.670 -1.281
H 2.012 -2.681 -0.448
H 0.627 -3.368 -2.773
H 2.278 -3.259 -3.362
H 2.433 -0.947 -2.397
H 1.125 -1.121 -3.594
```

Results
Energy relative to the best compared isomer or geometry (same formula, charge and spin): 0.000 eV
Gap between HOMO and LUMO: 9.5938 eV

***

Record 2
# C6H9AsBF6IN3O2P

A structure of composition C6H9AsBF6IN3O2P (ωB97M-V/def2-TZVPD, the Open Molecules 2025 dataset).

The geometry in XYZ format:
```
30
Properties=species:S:1:pos:R:3
C -1.059 4.171 0.101
C -1.252 2.752 -0.302
C -0.368 1.470 0.318
C -1.293 0.287 0.958
C -0.309 -0.961 1.495
C 1.257 -0.604 1.209
B 2.344 -1.804 1.655
N 2.197 -3.118 0.854
O 3.390 -1.602 2.704
N 1.877 0.612 0.617
P 3.673 0.813 0.429
O 4.157 2.144 1.490
I 4.056 1.496 -1.938
N 1.090 1.630 0.180
H -0.822 4.996 -0.725
H -1.180 4.588 1.212
H -2.100 2.434 -1.076
H -2.461 0.257 1.034
H -0.733 -1.940 1.994
H 2.128 -2.895 -0.184
H 1.205 -3.422 1.093
H 3.992 -2.424 2.643
H 3.870 3.002 1.025
F -2.645 -2.477 -0.931
As -3.380 -1.697 -2.398
F -5.022 -1.792 -1.626
F -3.635 -3.336 -3.141
F -4.115 -0.917 -3.865
F -1.738 -1.603 -3.170
F -3.125 -0.059 -1.655
```

Results
Gap between HOMO and LUMO: 6.4167 eV

***

Record 3
# C4H14NSi

A cluster of 2 separate species, C4H14NSi in total (ωB97M-V/def2-TZVPD, the Open Molecules 2025 dataset).

The geometry in XYZ format:
```
20
Properties=species:S:1:pos:R:3
C 1.975 0.590 1.869
C 0.447 -1.255 -0.726
C 2.485 1.450 -1.011
C -3.237 0.024 -0.250
N -2.448 -1.178 0.197
Si 1.497 0.218 -0.072
H 3.122 0.371 1.976
H 1.914 1.729 1.988
H 1.366 0.046 2.669
H -2.774 0.465 -1.143
H -0.490 -1.258 -0.161
H 0.195 -1.103 -1.694
H 3.404 1.032 -1.388
H 1.996 1.802 -1.910
H 2.769 2.370 -0.532
H -3.570 0.599 0.516
H -4.157 -0.363 -0.749
H -2.829 -1.313 1.190
H -2.642 -2.036 -0.292
H 0.975 -2.190 -0.477
```

Results
Energy relative to the best compared isomer or geometry (same formula, charge and spin): 2.323 eV
Net charge: +1
Gap between HOMO and LUMO: 7.4651 eV

***

Record 4
# C2H3N3S2

An isolated molecule of C2H3N3S2 (ωB97M-V/def2-TZVPD, the Open Molecules 2025 dataset).

The geometry in XYZ format:
```
10
Properties=species:S:1:pos:R:3
S 0.010 -0.909 -2.010
C -0.058 -0.418 -0.254
C 0.714 -1.012 0.736
N 0.374 -0.566 1.910
N -0.525 0.324 1.684
N -0.902 0.351 0.436
S -1.857 1.518 -0.254
H 1.117 -0.039 -2.463
H 1.768 -1.583 0.828
H -0.641 2.333 -0.612
```

Results
Energy relative to the best compared isomer or geometry (same formula, charge and spin): 2.747 eV
Gap between HOMO and LUMO: 9.6567 eV

***

Record 5
# C4H3N3O

An isolated molecule of C4H3N3O (ωB97M-V/def2-TZVPD, the Open Molecules 2025 dataset).

The geometry in XYZ format:
```
11
Properties=species:S:1:pos:R:3
N 2.858 -0.436 0.149
C 1.633 -0.589 -0.030
C 0.277 -0.596 -0.198
N -0.803 -1.498 -0.016
C -1.815 -0.735 0.078
N -1.640 0.576 0.011
C -0.270 0.683 -0.081
O 0.277 1.887 -0.066
H -2.928 -1.111 0.045
H -2.433 1.187 0.656
H 1.277 1.749 0.213
```

Results
Energy relative to the best compared isomer or geometry (same formula, charge and spin): 1.706 eV
Gap between HOMO and LUMO: 9.1006 eV

***

Record 6
# C5H6ClNO3

An isolated molecule of C5H6ClNO3 (ωB97M-V/def2-TZVPD, the Open Molecules 2025 dataset).

The geometry in XYZ format:
```
16
Properties=species:S:1:pos:R:3
C -1.535 -1.971 -0.344
C -0.210 -1.528 0.337
O 0.677 -2.266 0.691
C -0.013 -0.064 0.403
C 1.576 0.598 0.219
C 1.607 1.968 -0.133
Cl 2.774 -0.445 0.082
N -1.115 0.833 0.437
O -2.222 0.330 0.530
O -0.950 2.024 0.425
H -1.603 -1.496 -1.370
H -2.329 -1.909 0.403
H -1.455 -3.038 -0.659
H 1.712 2.672 0.744
H 2.327 2.181 -0.919
H 0.759 2.113 -0.847
```

Results
Energy relative to the best compared isomer or geometry (same formula, charge and spin): 5.269 eV
Gap between HOMO and LUMO (spin up / spin down): 7.6881 / 7.6820 eV

***

Record 7
# C43H43BF3N8O3SSbTi

A structure of composition C43H43BF3N8O3SSbTi (ωB97M-V/def2-TZVPD, the Open Molecules 2025 dataset).

The geometry in XYZ format:
```
104
Properties=species:S:1:pos:R:3
Ti 0.751 -0.090 -0.872
S 1.350 3.119 -2.865
C 0.686 2.819 -1.377
N 0.751 3.651 -0.297
N 1.494 4.705 -0.489
C 1.670 5.672 0.493
C 0.979 5.604 1.702
C 1.196 6.586 2.654
C 2.083 7.625 2.413
C 2.761 7.689 1.202
C 2.559 6.717 0.239
N -0.059 1.687 -1.020
N -0.277 0.804 -2.116
C -1.534 0.817 -2.722
C -1.685 0.106 -3.915
C -2.919 0.073 -4.543
C -4.005 0.746 -3.995
C -3.846 1.458 -2.816
C -2.617 1.505 -2.175
H 1.927 4.807 -1.410
H 0.273 4.804 1.868
H 0.657 6.547 3.591
H 2.240 8.388 3.164
H 3.449 8.501 1.006
H 3.082 6.760 -0.709
H -0.822 -0.373 -4.362
H -3.033 -0.464 -5.476
H -4.965 0.724 -4.493
H -4.686 1.994 -2.392
H -2.480 2.085 -1.273
F -7.433 -2.123 -3.471
C -6.235 -2.128 -2.865
C -6.090 -1.452 -1.670
C -4.850 -1.462 -1.051
C -3.774 -2.129 -1.625
C -3.956 -2.790 -2.836
C -5.190 -2.806 -3.463
Sb -1.865 -2.092 -0.705
C -1.392 -4.173 -0.698
C -1.330 -5.002 0.417
C -0.916 -6.321 0.314
C -0.566 -6.811 -0.930
F -0.166 -8.084 -1.037
C -0.615 -6.026 -2.067
C -1.025 -4.709 -1.933
C -2.468 -1.657 1.286
C -2.216 -0.364 1.743
C -2.592 0.038 3.017
C -3.215 -0.885 3.834
F -3.558 -0.519 5.078
C -3.516 -2.166 3.409
C -3.152 -2.537 2.123
H -6.938 -0.937 -1.238
H -4.737 -0.940 -0.108
H -3.133 -3.310 -3.313
H -5.349 -3.321 -4.401
H -1.606 -4.631 1.394
H -0.871 -6.973 1.175
H -0.341 -6.447 -3.025
H -1.060 -4.098 -2.832
H -1.735 0.363 1.095
H -2.424 1.047 3.369
H -4.043 -2.840 4.070
H -3.432 -3.524 1.775
N 1.818 -2.587 -1.167
N 1.402 -1.689 -2.215
H 2.664 -2.186 -0.773
H 2.068 -3.488 -1.559
H 0.637 -2.107 -2.727
H 2.157 -1.440 -2.848
O 3.490 1.554 -0.528
B 2.845 0.576 -1.280
O 3.717 0.041 -2.229
C 4.893 0.759 -2.103
C 6.051 0.656 -2.841
C 7.080 1.525 -2.495
C 6.940 2.446 -1.463
C 5.763 2.543 -0.727
C 4.752 1.675 -1.075
H 6.147 -0.056 -3.649
H 8.010 1.485 -3.046
H 7.764 3.107 -1.229
H 5.641 3.261 0.073
C 1.034 1.917 2.102
N 1.091 0.708 2.917
C 1.060 0.842 4.371
C 1.687 -0.372 5.019
C 1.009 -1.616 4.489
N 1.025 -1.618 3.029
C 0.894 -2.920 2.404
C 1.031 -0.482 2.315
O 1.003 -0.528 1.038
H 1.261 2.766 2.742
H 0.053 2.061 1.650
H 1.778 1.881 1.308
H 0.026 0.972 4.709
H 1.609 1.745 4.631
H 1.579 -0.316 6.102
H 2.753 -0.403 4.789
H -0.027 -1.683 4.837
H 1.528 -2.515 4.823
H 1.784 -3.522 2.603
H 0.763 -2.820 1.333
H 0.027 -3.427 2.828
```

Results
Energy relative to the best compared isomer or geometry (same formula, charge and spin): 0.421 eV
Net charge: +1
Multiplicity: 2
Gap between HOMO and LUMO (spin up / spin down): 6.9510 / 6.6471 eV

***

Record 8
# AgClF4N2O8S4

A structure of composition AgClF4N2O8S4 (ωB97M-V/def2-TZVPD, the Open Molecules 2025 dataset).

The geometry in XYZ format:
```
20
Properties=species:S:1:pos:R:3
Ag 0.538 0.355 0.639
Cl 1.439 1.807 2.870
N -1.358 -0.959 1.010
S -1.347 -2.266 2.147
O -1.667 -3.561 1.590
O -1.742 -1.980 3.488
F 0.235 -2.284 2.377
S -2.857 -0.751 1.239
O -3.188 0.126 2.327
O -3.721 -1.843 0.843
F -3.180 0.334 0.033
N 1.566 0.973 -1.126
S 0.959 1.950 -2.382
O 0.429 1.313 -3.544
O 1.510 3.282 -2.445
F -0.358 2.269 -1.473
S 2.824 0.582 -1.882
O 3.941 1.478 -1.929
O 2.666 -0.324 -3.018
F 3.311 -0.504 -0.764
```

Results
Energy relative to the best compared isomer or geometry (same formula, charge and spin): 0.000 eV
Net charge: -2
Gap between HOMO and LUMO: 7.7709 eV

***

Record 9
# BH3OS

A cluster of 2 separate species, BH3OS in total (ωB97M-V/def2-TZVPD, the Open Molecules 2025 dataset).

The geometry in XYZ format:
```
6
Properties=species:S:1:pos:R:3
B 0.260 -0.647 -0.355
O 0.058 -1.915 -0.721
S 1.693 0.207 -1.009
H -0.449 -0.066 0.378
H -0.709 -2.371 -0.374
H 1.057 2.414 0.031
```

Results
Energy relative to the best compared isomer or geometry (same formula, charge and spin): 3.380 eV
Gap between HOMO and LUMO (spin up / spin down): 7.7210 / 9.2563 eV

***

Record 10
# C7H11F2N2

A cluster of 2 separate species, C7H11F2N2 in total (ωB97M-V/def2-TZVPD, the Open Molecules 2025 dataset).

The geometry in XYZ format:
```
22
Properties=species:S:1:pos:R:3
C 1.682 0.300 0.559
C -4.094 -1.607 -0.707
C -3.034 -0.995 -0.146
C 3.955 0.828 0.113
C 3.566 -0.585 -0.480
C -3.317 0.447 0.109
C -2.128 1.161 0.299
N 2.626 1.135 0.801
N 2.063 -0.654 -0.265
F -1.560 1.057 1.509
F -1.465 1.971 -0.424
H -4.062 -2.591 -1.127
H -4.870 -0.884 -1.064
H -2.060 -1.343 0.177
H 4.704 0.679 0.931
H 3.977 1.589 -0.648
H 3.844 -0.638 -1.567
H 3.964 -1.431 0.035
H -3.978 0.951 -0.553
H -3.781 0.421 1.077
H 2.439 1.745 1.579
H 1.529 -1.557 -0.207
```

Results
Energy relative to the best compared isomer or geometry (same formula, charge and spin): 4.043 eV
Net charge: +1
Gap between HOMO and LUMO: 4.5204 eV

***

Record 11
# CH4IOP

An isolated molecule of CH4IOP (ωB97M-V/def2-TZVPD, the Open Molecules 2025 dataset).

The geometry in XYZ format:
```
8
Properties=species:S:1:pos:R:3
P 1.276 0.724 -0.554
O 0.044 -0.401 -0.434
C -1.027 -0.312 0.289
I -0.247 0.018 2.675
H 2.311 -0.213 -0.632
H 1.050 0.894 -1.867
H -1.689 -1.165 0.088
H -1.718 0.454 0.435
```

Results
Energy relative to the best compared isomer or geometry (same formula, charge and spin): 1.719 eV
Gap between HOMO and LUMO (spin up / spin down): 8.6156 / 8.6147 eV

***

Record 12
# C19H46AuCl2P2

A structure of composition C19H46AuCl2P2 (ωB97M-V/def2-TZVPD, the Open Molecules 2025 dataset).

The geometry in XYZ format:
```
70
Properties=species:S:1:pos:R:3
Au 0.346 0.138 -0.048
P 0.042 0.454 2.884
C 0.600 2.124 3.578
C -1.513 0.256 3.779
C 1.264 -0.668 3.730
C 0.074 3.388 2.877
H 1.687 2.056 3.423
C 0.357 2.331 5.085
H -0.715 2.388 5.326
H 0.804 3.297 5.352
H 0.817 1.582 5.726
H 0.120 3.332 1.787
H 0.729 4.212 3.203
H -0.957 3.639 3.187
H 2.226 -0.161 3.517
C 1.280 -2.056 3.069
C 1.147 -0.803 5.246
H 1.648 0.013 5.771
H 1.647 -1.718 5.583
H 0.109 -0.852 5.598
H 1.208 -1.993 1.974
H 0.456 -2.690 3.436
H 2.233 -2.551 3.312
C -2.576 1.091 3.096
H -1.358 0.640 4.778
C -1.949 -1.188 3.917
H -2.355 2.159 3.081
H -3.517 0.962 3.638
H -2.737 0.776 2.062
H -1.995 -1.710 2.954
H -2.961 -1.188 4.338
H -1.329 -1.783 4.589
Cl -1.615 -1.403 -0.290
H 1.347 1.636 0.558
H 0.988 1.495 1.275
P -0.070 -0.359 -2.564
C 1.485 -1.215 -3.444
C -1.349 -1.287 -3.672
C 0.037 1.273 -3.553
C 1.967 -2.495 -2.732
H 2.253 -0.428 -3.337
C 1.417 -1.566 -4.920
H 0.775 -2.450 -5.089
H 2.413 -1.888 -5.258
H 1.137 -0.784 -5.620
H 2.325 -2.378 -1.710
H 2.813 -2.877 -3.324
H 1.190 -3.264 -2.758
H 1.017 1.690 -3.270
C -1.050 2.167 -2.990
C -0.038 1.264 -5.079
H 0.889 0.940 -5.551
H -0.142 2.286 -5.472
H -0.896 0.694 -5.459
H -1.040 2.118 -1.899
H -2.021 1.864 -3.385
H -0.858 3.191 -3.321
C -1.356 -2.769 -3.299
H -0.952 -1.211 -4.694
C -2.703 -0.594 -3.684
H -0.472 -3.314 -3.678
H -2.235 -3.197 -3.795
H -1.453 -2.877 -2.204
H -3.036 -0.390 -2.655
H -3.385 -1.302 -4.175
H -2.698 0.318 -4.306
Cl 3.799 0.271 -0.102
C 2.260 0.426 -1.026
H 2.170 -0.406 -1.673
H 2.257 1.342 -1.690
```

Results
Energy relative to the best compared isomer or geometry (same formula, charge and spin): 2.471 eV
Net charge: -1
Multiplicity: 3
Gap between HOMO and LUMO (spin up / spin down): 2.7056 / 6.2946 eV

***

no.,strongest force on any atom (eV/Å)
1,1.0
2,6.5
3,6.0
4,5.2
5,10.2
6,9.5
7,0.7
8,8.6
9,1.2
10,6.0
11,2.9
12,3.5